9
Properties=species:S:1:pos:R:3:forces:R:3 method="wB97M-V/def2-TZVPD" e_homo_ev=-16.0 smiles="C=C[NH3+]" e_lumo_ev=-4.0551 spin_multiplicity=1 relative_energy_kcal_mol=15.8 charge=+1
C -1.3158 0.1398 0.2300 0.3312 0.7093 1.3904
C -0.0735 0.5807 0.2826 0.7281 -0.1736 -1.0141
N 1.0285 -0.3089 -0.2226 -1.3937 -2.4530 -1.9996
H -2.0085 0.7573 0.8000 -0.3218 0.0409 -0.7831
H -1.6511 -0.8204 -0.1266 0.1136 -0.2423 0.0913
H 0.3047 1.5890 0.3665 -0.3310 0.0144 0.8123
H 0.8160 -0.5648 -1.2060 0.4314 1.1436 -0.2188
H 0.8817 -1.2921 0.0595 0.4502 0.4742 1.2731
H 2.0180 -0.0807 -0.1834 -0.0080 0.4866 0.4485

---

63
Properties=species:S:1:pos:R:3:forces:R:3 method="wB97M-V/def2-TZVPD" e_homo_ev=-9.8 e_lumo_ev=0.0788 spin_multiplicity=1 relative_energy_kcal_mol=124.2
O 7.0571 -6.2701 16.6634 -0.5609 -0.1498 -0.3510
H 7.4514 -7.1376 16.7530 0.0453 -0.1814 0.0241
H 7.7020 -5.6729 17.0424 0.5536 0.3988 0.3036
O 11.1125 -2.6390 11.9649 0.7708 0.1542 0.2588
H 10.7660 -3.5303 12.0069 -0.2380 -0.3154 -0.0415
H 10.3596 -2.1001 11.7221 -0.4630 0.1153 -0.1834
O 5.4543 -3.5848 11.3890 1.0985 -0.3031 -0.3985
H 5.3463 -2.6337 11.3962 -0.5143 0.3176 -0.0672
H 4.9150 -3.8930 12.1173 -0.6051 -0.0821 0.4770
O 6.3330 -1.3542 17.7131 -0.4305 -0.0684 0.6883
H 6.4152 -1.5138 16.7729 0.3735 0.2424 -0.6483
H 7.2087 -1.0822 17.9878 0.1984 -0.0138 0.0849
O 9.5096 -4.8743 17.6219 -0.6443 -0.1852 0.3335
H 9.9323 -4.7435 16.7730 0.3790 0.2902 -0.6546
H 9.9752 -5.6150 18.0102 0.1512 -0.1042 0.2359
O 7.7612 0.6975 13.6688 0.1296 -0.0145 -0.0354
H 7.0247 1.3071 13.7167 -0.3444 0.1427 0.0086
H 8.5320 1.2385 13.8402 0.3465 0.1066 0.0578
O 4.0490 -3.0911 16.0212 -0.3427 -0.1050 -0.3251
H 4.1137 -3.7259 16.7346 0.0342 -0.1661 0.2843
H 4.8789 -2.6148 16.0476 0.2279 0.2351 -0.0397
C 8.5587 -5.6367 12.3488 0.2951 -1.2118 -0.3754
O 9.9013 -5.2494 12.5774 0.8917 1.0168 0.0841
H 8.6435 -6.7215 12.4134 -1.2146 -0.1546 0.5075
H 7.9251 -5.1476 13.0886 -0.0583 -0.3839 -0.1455
H 8.2182 -5.4626 11.3281 0.0246 0.5942 0.0158
H 10.4789 -5.9890 12.3753 -0.0196 0.0948 -0.0779
C 12.1362 -4.6569 14.8093 0.1659 0.7755 -0.2856
O 10.8201 -4.1484 15.1082 0.7186 -0.6032 0.5643
H 12.7052 -4.9616 15.6877 -0.6531 -0.4244 0.3046
H 12.0611 -5.4531 14.0686 0.2543 -0.0480 0.1889
H 12.7441 -3.8349 14.4314 -0.0604 0.0002 -0.5356
H 10.3248 -4.2900 14.2982 -0.3287 0.0696 -0.3531
C 4.1846 -0.1795 12.4746 0.6611 0.1793 0.5301
O 4.0740 -1.1141 11.4539 -0.8019 -0.7528 -1.2443
H 3.2128 0.2095 12.7786 0.1526 0.0934 0.1877
H 4.6783 -0.7227 13.2805 -0.0350 0.5219 0.4897
H 4.8317 0.6091 12.0904 -0.0181 0.4600 0.4344
H 3.1702 -1.0807 11.1319 0.1354 -0.3381 -0.2977
C 4.3309 -5.6284 13.9209 0.9664 0.0995 0.2018
O 3.6088 -4.4875 13.5261 -0.2577 -0.1205 -0.8364
H 3.7413 -6.2612 14.5842 0.1687 -0.1875 -0.0170
H 4.7301 -6.1873 13.0745 -0.6907 -0.0698 -0.3445
H 5.2526 -5.2906 14.3946 0.0389 -0.2149 0.6851
H 3.5360 -3.9569 14.3229 0.0034 0.4963 0.3237
C 7.7411 -0.7425 10.7902 0.3262 0.3076 -0.9104
O 8.4860 -1.8609 11.2330 -0.2039 -0.0653 0.3253
H 6.6782 -0.8594 11.0019 0.0624 0.3271 0.2736
H 8.1821 0.1721 11.1866 -0.3422 -0.1331 0.3645
H 7.8439 -0.6553 9.7085 -0.1278 -0.0691 -0.2434
H 7.8403 -2.5593 11.3630 0.0474 -0.4294 0.0666
C 7.5864 -2.6610 14.5662 0.3014 -0.3510 1.0739
O 6.8938 -1.4777 14.9931 -0.2118 -1.1155 -0.5144
H 7.8380 -3.1915 15.4846 0.3182 -0.2034 0.0633
H 7.0052 -3.3848 13.9949 -0.5242 0.5448 -0.3128
H 8.5136 -2.4461 14.0349 -0.0714 0.2069 -0.0955
H 7.3815 -0.7301 14.6397 -0.0472 0.5498 -0.2423
C 11.0151 -1.4686 17.0737 0.3363 -0.5407 -0.9690
O 11.7967 -2.6251 17.3246 0.5268 0.2199 0.7533
H 10.0242 -1.8421 16.8154 -0.4525 0.6383 0.2047
H 11.0365 -0.7353 17.8799 -0.0720 -0.4923 0.2461
H 11.4512 -0.9923 16.1956 -0.2559 0.4409 -0.1873
H 11.7077 -3.1420 16.5206 -0.1139 -0.0412 0.0872

---

113
Properties=species:S:1:pos:R:3:forces:R:3 method="wB97M-V/def2-TZVPD" e_homo_ev=-9.1 smiles="CCCOC[PH2](Cl)CCC(N)=O.CCOC(=O)C(F)(F)F.CCOC(=O)C(F)(F)F.CCOC(=O)C(F)(F)F.CCOC(=O)C(F)(F)F.CCOC(=O)C(F)(F)F.CCOC(=O)C(F)(F)F" e_lumo_ev=0.3784 spin_multiplicity=1 relative_energy_kcal_mol=9.8
C -1.8640 0.4852 -0.6876 0.7983 -0.0468 -0.5956
C -0.9253 1.4811 -1.3823 -0.4819 0.0697 0.5246
C -0.9296 2.8311 -0.6983 0.0058 -0.1739 -0.0886
O -2.2355 3.3759 -0.6542 -0.3017 0.2744 0.3483
C -2.5695 4.0935 -1.8268 0.0585 -0.4635 0.0460
P -4.4274 4.4195 -2.0405 1.7506 0.1335 0.5619
Cl -6.5422 4.9227 -2.4873 -0.7925 0.0568 -0.2830
C -4.8132 4.3205 -0.2263 -0.9031 -0.2381 -0.3025
C -5.1558 2.9094 0.2999 0.0622 0.1724 0.1820
C -5.7262 2.0064 -0.7445 -2.3694 1.2292 1.9884
N -7.1566 1.9200 -0.7980 -0.1298 0.2841 0.2616
O -5.0561 1.3886 -1.4690 2.5928 -1.8255 -2.7658
H -1.2877 -0.1254 -0.0101 -0.0376 -0.1838 0.5536
H -2.6907 0.9666 -0.1995 -0.3133 0.1568 0.2097
H -2.2434 -0.1710 -1.4545 -0.4028 -0.3805 -0.0908
H -1.2537 1.5782 -2.4061 0.1898 0.1651 -0.4729
H 0.0830 1.0921 -1.3475 0.3617 -0.0688 -0.3320
H -0.5786 2.7017 0.3172 -0.1280 0.0337 0.4946
H -0.2489 3.5397 -1.1598 0.2128 0.1575 -0.3163
H -2.0366 5.0448 -1.8564 0.1032 0.2325 0.1224
H -2.2275 3.5090 -2.6797 -0.0255 0.0689 -0.4542
H -4.5884 3.3684 -2.9468 -0.1576 0.0607 0.1934
H -4.0976 5.6596 -2.6157 -0.3411 -0.1009 0.0692
H -4.0563 4.7897 0.3768 0.7061 -0.0914 -0.0369
H -5.7061 4.8935 -0.0775 -0.4125 0.4661 -0.2193
H -5.9081 3.0205 1.0653 -0.1149 0.1028 0.3926
H -4.2869 2.4194 0.7081 0.4081 -0.0383 0.0381
H -7.4088 1.8137 -1.7710 -0.0724 -0.1156 -0.2225
H -7.4064 1.0460 -0.3477 -0.2433 0.0103 0.2295
C -4.0772 -3.7564 -0.3530 0.4130 0.2095 0.0100
C -3.7192 -4.7096 0.7712 -0.5403 0.2925 -0.1190
O -2.3127 -5.0311 0.7458 0.2222 -0.1184 0.1062
C -1.5008 -4.1348 1.2853 -0.5734 -0.1034 -0.0791
O -1.8169 -3.0995 1.7880 0.2526 0.1510 0.1076
C -0.0538 -4.6431 1.2112 0.6607 -0.0953 -0.1590
F 0.2342 -5.1477 0.0016 -0.1259 0.0620 0.1943
F 0.1485 -5.6180 2.1188 -0.1417 0.2315 -0.1283
F 0.8169 -3.6645 1.4600 -0.2297 -0.0829 0.0390
H -3.7667 -4.1645 -1.3150 -0.1013 -0.0909 0.0066
H -5.1487 -3.5755 -0.3777 -0.0203 -0.0204 0.0451
H -3.5703 -2.7994 -0.2280 -0.0423 0.0103 0.0853
H -4.2410 -5.6495 0.6509 0.2546 -0.1992 0.0010
H -3.9973 -4.3055 1.7439 0.2330 0.1026 0.0298
C -7.9816 -10.6561 -0.4088 -0.1964 0.2458 -0.0663
C -6.6440 -9.9665 -0.2469 -0.0232 -0.6092 0.1343
O -6.6570 -8.6558 -0.8457 0.0905 0.2365 -0.0765
C -7.2010 -7.6884 -0.1219 0.1433 -0.5340 0.0542
O -7.6755 -7.7950 0.9682 -0.0733 0.2436 0.0704
C -7.0942 -6.3586 -0.8820 -0.1769 0.6593 -0.4750
F -7.4449 -6.4899 -2.1683 0.1080 -0.1092 0.2188
F -5.8260 -5.8973 -0.8478 -0.4074 -0.3826 -0.0841
F -7.8791 -5.4247 -0.3453 0.1469 -0.2348 0.1028
H -8.2676 -10.6906 -1.4603 0.0776 -0.0840 -0.0159
H -7.9321 -11.6734 -0.0231 0.0485 -0.0041 -0.0008
H -8.7666 -10.1226 0.1261 0.0424 -0.0262 0.0868
H -5.8687 -10.5218 -0.7699 0.0428 0.1937 -0.1373
H -6.3501 -9.8978 0.7995 -0.0839 0.1947 0.0186
C 1.2508 -8.3024 3.1419 0.0403 -0.2111 0.3455
C 2.5462 -8.6655 2.4496 -0.4343 0.2587 -0.3500
O 3.5780 -8.9834 3.4029 0.2169 -0.0602 0.0719
C 3.5491 -10.2092 3.9074 -0.2488 0.2969 -0.3833
O 2.7580 -11.0652 3.6487 0.0577 -0.1935 0.1350
C 4.7337 -10.3975 4.8670 0.3513 -0.0881 0.4301
F 4.8686 -9.3463 5.6898 -0.0393 -0.1646 -0.1545
F 5.8765 -10.5299 4.1723 -0.1984 0.0403 0.0400
F 4.5722 -11.4900 5.6127 -0.0232 0.1474 -0.1604
H 1.4122 -7.4916 3.8526 0.0020 0.0856 -0.0996
H 0.5071 -7.9894 2.4136 0.0241 -0.0025 -0.0493
H 0.8522 -9.1496 3.6997 0.0079 -0.0573 -0.0826
H 2.9190 -7.8154 1.8822 0.1978 0.0020 0.1356
H 2.4121 -9.4911 1.7521 0.0594 -0.1452 0.1478
C 4.4441 6.3312 -3.4725 -0.2100 -0.1143 -0.2983
C 3.3289 6.8352 -2.5828 0.6290 0.0308 0.1949
O 2.0797 6.8978 -3.3001 -0.2641 0.0262 -0.0076
C 1.4233 5.7534 -3.4206 0.4644 0.2223 0.2553
O 1.7618 4.6902 -2.9943 -0.2070 -0.1846 -0.0445
C 0.1058 5.9908 -4.1717 -0.5279 0.0198 -0.4927
F 0.2839 6.7633 -5.2533 0.0323 -0.1007 0.2387
F -0.7864 6.6005 -3.3700 0.2099 -0.0197 -0.0570
F -0.4307 4.8389 -4.5786 0.1560 0.1082 0.1611
H 4.5195 6.9416 -4.3734 0.0326 0.0902 0.0656
H 5.3932 6.3618 -2.9467 -0.1036 0.0687 0.0071
H 4.2607 5.3053 -3.7915 0.0128 -0.0357 0.1046
H 3.5420 7.8516 -2.2589 -0.2445 0.0863 -0.1175
H 3.2197 6.2234 -1.6881 -0.1614 -0.1208 -0.0949
C 1.8270 0.5343 3.4301 -0.2155 0.2733 -0.0711
C 3.2161 1.1165 3.5729 -0.0481 -0.6077 0.1225
O 3.2935 2.4281 2.9789 0.0864 0.2381 -0.0450
C 2.8339 3.4237 3.7253 0.1233 -0.5345 -0.0185
O 2.3716 3.3314 4.8216 -0.0865 0.2586 0.0991
C 3.0247 4.7602 2.9910 0.0159 0.7243 -0.3167
F 2.6428 4.6913 1.7056 0.0510 -0.1345 0.2294
F 4.3183 5.1283 3.0133 -0.1214 -0.2215 0.0239
F 2.3227 5.7335 3.5715 0.0205 -0.2558 0.0242
H 1.5241 0.5266 2.3824 0.0635 -0.1027 -0.0167
H 1.7935 -0.4843 3.8143 0.0661 -0.0103 -0.0124
H 1.0960 1.1300 3.9760 0.0351 -0.0323 0.0816
H 3.9385 0.5036 3.0384 0.0568 0.2024 -0.1551
H 3.5303 1.1588 4.6147 -0.0685 0.2002 0.0185
C 9.9129 9.8720 -1.7553 0.0937 -0.2330 -0.1932
C 8.7273 9.2555 -1.0446 0.1869 0.5508 0.1959
O 8.2269 8.1107 -1.7617 -0.1601 -0.2104 -0.0538
C 8.8835 6.9726 -1.5753 -0.0214 0.5180 0.1977
O 9.8374 6.8082 -0.8781 0.0704 -0.2392 -0.0281
C 8.1991 5.8523 -2.3710 -0.1611 -0.6178 -0.4929
F 7.8999 6.2418 -3.6212 0.0327 0.0708 0.2482
F 7.0492 5.4862 -1.7695 0.3330 0.1170 0.0490
F 8.9748 4.7751 -2.4639 -0.0299 0.2190 0.1841
H 9.6542 10.1172 -2.7858 -0.0591 0.0900 0.0387
H 10.2295 10.7808 -1.2453 -0.0404 0.0073 0.0240
H 10.7556 9.1822 -1.7851 0.0094 0.0085 0.0993
H 7.9022 9.9633 -1.0060 -0.1337 -0.1523 -0.1220
H 8.9710 8.9788 -0.0199 0.0469 -0.1974 -0.0565

---

56
Properties=species:S:1:pos:R:3:forces:R:3 method="wB97M-V/def2-TZVPD" e_homo_ev=-11.9 e_lumo_ev=-5.2284 spin_multiplicity=1 charge=+1
C 6.7923 0.3444 1.6382 -0.0060 -0.4311 -0.3314
C 5.3539 -0.5012 1.5463 0.6764 0.7588 0.5742
C 4.7550 -0.4660 0.0167 0.0067 -0.5588 -0.2766
C 3.0869 -0.5883 0.0484 -1.1432 -1.1750 -0.3456
C 2.2911 -2.0395 -0.2029 -2.4506 4.3354 1.0856
C 3.0657 -3.4597 -0.4446 0.3685 -2.0595 -0.3261
F 4.3797 -3.5744 0.2942 -4.4342 0.6988 -2.9469
F 3.2252 -3.6231 -1.9217 -0.0353 0.3877 5.0295
F 2.3084 -4.6730 0.0140 2.3760 4.4761 -1.5829
C 0.6308 -1.9164 -0.1998 0.9778 2.2405 0.7774
C -0.3961 -3.1863 -0.4888 0.2913 0.5569 -1.8688
O -0.9366 -3.7807 0.7447 -1.9018 2.4414 -1.4408
C -2.2945 -3.2178 1.0011 -5.3109 -0.2396 -2.3338
C -2.4218 -2.2724 2.3666 0.6539 -1.4975 -0.7588
O -3.3640 -3.4236 0.2176 7.7470 1.1088 4.7562
C -0.1510 -0.4654 0.0817 5.9116 0.1247 0.0982
C 0.8179 0.8274 0.3556 -1.2166 -2.9449 -0.6808
C 0.0160 2.2697 0.6294 -1.0416 -0.1773 0.0760
N -0.2039 3.0282 -0.6686 -0.9985 -0.5417 1.0185
C -1.6570 2.9376 -1.1132 -1.0270 0.5289 -0.5669
N 2.3582 0.7310 0.3207 -2.6764 -4.1534 -0.0481
P 3.1924 2.3007 0.6495 0.7301 2.8647 -1.9002
S 3.0978 3.5272 -0.9087 -0.0644 -1.2409 1.4238
H 6.9680 0.7739 2.7192 -0.4018 -0.9693 -2.1997
H 7.6817 -0.3954 1.3655 -1.9147 1.7229 0.5927
H 6.8115 1.2364 0.8657 -0.0446 -1.7476 1.5692
H 5.5793 -1.5731 1.9623 -0.7744 1.9596 -1.1243
H 4.5817 -0.0049 2.2730 1.3824 -0.9201 -1.3334
H 5.2360 -1.3513 -0.6243 -1.4717 1.8471 1.4630
H 5.1144 0.5225 -0.5486 -1.2001 -2.0332 1.2874
H 0.1578 -3.9668 -1.1931 -1.1371 1.4419 2.0193
H -1.2647 -2.7307 -1.1692 1.7829 -0.9748 1.6483
H -3.5584 -2.2409 2.6562 2.4425 0.1357 -0.7064
H -1.7630 -2.7887 3.2149 -1.4638 1.2682 -1.8757
H -1.9667 -1.2279 2.0738 -1.0926 -2.0690 0.7554
H -1.3234 -0.3511 0.1014 2.5576 -0.2909 -0.1041
H -1.0746 1.9695 1.0117 2.5741 0.2140 -0.5197
H 0.4900 2.9010 1.4925 -0.6405 -1.2677 -1.7883
H 0.0197 4.0436 -0.5826 0.0984 -1.4139 0.1221
H -2.1579 1.8928 -0.8898 1.2132 2.0962 -0.2624
H -1.7551 3.1004 -2.2853 0.4030 -0.2646 2.5226
H -2.2650 3.7979 -0.5701 0.8697 -1.9361 -1.1370
H 4.6060 2.1583 0.9242 -1.2355 -0.8780 0.3587
H 2.6379 2.9574 1.8419 0.3180 -1.4459 -0.7181
O -3.9935 0.0079 0.2900 -0.6753 1.1870 -0.5665
C -4.7711 0.5579 -0.4723 0.5641 -0.7063 1.1157
O -5.5460 1.6315 -0.1392 1.0003 -0.8172 0.2853
C -6.4089 1.9432 -1.2318 -0.7298 0.5159 -0.2878
C -5.7436 1.3498 -2.4460 -0.0938 0.1819 -0.9020
C -5.0514 0.1346 -1.8824 0.1190 0.1372 -0.4414
H -7.3916 1.5005 -1.0382 0.1081 0.0440 0.0223
H -6.5194 3.0283 -1.3165 0.0379 -0.2021 0.2768
H -6.4454 1.1192 -3.2519 0.0744 0.1068 0.1527
H -4.9956 2.0495 -2.8384 -0.1537 -0.0687 0.0289
H -5.7091 -0.7389 -1.8694 0.1997 -0.0509 0.0585
H -4.1258 -0.0850 -2.4196 -0.1484 -0.3050 0.2566

---

15
Properties=species:S:1:pos:R:3:forces:R:3 method="wB97M-V/def2-TZVPD" e_homo_ev="-1.5 / -5.4" e_lumo_ev="3.7336 / 1.4459" spin_multiplicity=3 charge=-1 s_squared=2.0104
C -0.1351 0.6842 0.6082 -0.8019 2.1519 1.7930
C 0.5479 -1.9256 0.2189 -2.5470 0.2258 0.3317
C -2.4531 0.6551 -0.3615 -0.4191 0.5221 0.5625
C 1.3036 0.6280 0.4623 1.4429 1.7758 1.5499
C 0.3793 -0.5397 0.3100 2.3130 -2.5900 -1.1433
N 2.0078 1.2586 -0.6630 -1.9483 -3.5471 -1.2386
O 1.5792 -2.5298 0.3847 1.8987 -0.8301 0.0059
O -3.4741 0.9638 0.1402 -1.1503 0.7598 0.9721
O -1.1493 1.4451 0.5491 -1.2499 0.5119 -0.8467
O -0.6107 -2.6882 0.0229 -1.9988 1.2255 0.0612
O -1.9881 0.0090 -1.2304 1.3787 -1.0710 -1.3750
H 1.9376 0.8179 1.3677 -0.3957 -1.0734 -0.3992
H 1.2387 1.1628 -1.3458 1.0812 0.9256 -0.4814
H -1.4644 -2.1164 0.0402 2.3701 -1.0543 -0.2519
H 2.2806 2.1750 -0.5035 0.0265 2.0673 0.4596

---

37
Properties=species:S:1:pos:R:3:forces:R:3 method="wB97M-V/def2-TZVPD" e_homo_ev="-18.3 / -17.7" e_lumo_ev="-9.7634 / -14.6592" spin_multiplicity=5 charge=+3 s_squared=6.0127
Pd -2.5940 -1.3162 -0.5890 0.7633 0.0828 0.1996
Pd -4.0957 1.5963 -2.8979 0.0410 -0.2540 -0.1319
F -2.5676 0.6114 -1.8162 -0.2280 0.3383 0.3137
C 0.0360 -4.1199 1.6559 0.3655 -0.1444 -0.6363
C -0.3772 -2.8586 0.9023 0.1170 -0.0685 0.6734
C 0.0262 -2.9007 -0.5446 -0.5902 -0.3003 -0.3758
O -0.4201 -1.6720 -1.1559 0.3279 0.2215 0.3624
C 0.1402 -1.4028 -2.4371 0.0145 0.0649 -0.5251
N -1.8513 -2.6207 0.9881 -0.7562 -0.0745 0.4161
H -0.4044 -4.1681 2.6478 -0.0685 -0.0380 0.0211
H 1.1223 -4.1551 1.7603 -0.0492 0.1250 0.1179
H -0.2123 -5.0083 1.0691 -0.2730 -0.0348 0.2280
H 0.1049 -2.0101 1.3981 -0.1170 0.1334 -0.1896
H -0.4880 -3.7370 -1.0350 0.0989 0.0048 -0.0490
H 1.0976 -3.0555 -0.6758 0.0423 0.2620 0.0532
H -0.3364 -2.0078 -3.2106 0.1157 -0.0996 0.0341
H 1.2176 -1.5763 -2.4354 -0.0443 -0.1287 0.0545
H -0.0355 -0.3539 -2.6765 -0.1259 -0.0268 0.1248
H -2.3550 -3.5087 1.0543 0.2147 -0.1137 -0.4829
H -2.0620 -2.2410 1.9111 0.1384 0.2477 -0.1060
C -0.6536 1.6851 1.1133 0.7319 -0.0838 -0.4703
C -0.1309 2.8997 0.2880 -0.5590 -0.3318 0.0554
C 1.3395 2.8392 -0.1367 -0.5338 0.0980 -0.5090
O 2.1345 3.2945 0.9417 0.0742 -0.1083 0.1088
C 3.4911 3.4960 0.7651 0.5363 -0.0741 -0.2140
N -1.0581 2.9045 -0.8553 -1.0643 -0.3908 1.7273
H -1.6845 1.7994 1.4372 0.0980 0.3052 0.2574
H 0.0409 1.5738 1.9528 -0.2856 -0.0885 0.1579
H -0.6118 0.7913 0.4837 0.1666 -0.1456 0.1169
H -0.2679 3.8160 0.8647 -0.0103 0.1028 -0.2138
H 1.4958 3.5220 -0.9853 0.2258 -0.0540 0.0299
H 1.6825 1.8411 -0.4466 0.1403 0.0242 0.1141
H 4.0056 2.6562 1.3133 -0.1553 0.2088 0.1046
H 3.7858 4.3931 1.3350 -0.1065 -0.0987 0.1249
H 3.8227 3.4892 -0.2737 -0.1752 -0.0172 -0.0112
H -1.8395 3.5273 -0.6118 0.2830 0.3024 -0.6747
H -1.4975 1.9765 -1.0985 0.6471 0.1545 -0.8064

---

Computed calculated total energy (eV) in order:
-3653.029 -36602.882 -133791.311 -58530.580 -16974.026 -25369.744